A 2-piece molecular cluster, C32H40N3O overall in a non-equilibrium geometry. Source: the OMol25 dataset; level of theory: the ωB97M-V functional and the def2-TZVPD basis.

Calculated values
Kohn-Sham gap: 0.182 hartree
Energy relative to the best compared isomer or geometry (same formula, charge and spin): 3.0969 eV
Total charge: +1

Last column: Löwdin charge in e.
Geometry (Å):
C1 2.31971 2.50137 0.32487  -0.022
C2 1.74423 2.60447 -1.07208  -0.352
C3 2.17939 3.83788 -1.82650  -0.062
N1 0.28551 2.71065 -1.06701  -0.017
N2 -0.25992 3.86206 -1.38293  0.136
N3 -1.60684 3.64631 -1.33872  0.015
C4 -2.39104 4.90942 -1.18475  -0.362
C5 -2.02014 5.75781 -2.38378  -0.040
C6 -1.98534 5.57060 0.11991  -0.035
C7 -1.89084 2.36132 -1.01772  -0.071
C8 -3.33257 1.86158 -1.03436  -0.524
C9 -3.37065 0.33514 -1.10265  -0.049
C10 -4.01202 2.38208 -2.30520  -0.029
C11 -4.07720 2.34853 0.21466  -0.021
C12 -0.65317 1.71589 -0.80866  -0.162
C13 -0.28992 0.41666 -0.39888  -0.004
H1 3.41824 2.53003 0.27888  0.100
H2 1.97520 3.33078 0.95701  0.099
H3 2.03013 1.56717 0.81500  0.052
H4 1.97546 1.69646 -1.63087  0.152
H5 3.26169 3.88597 -1.93822  0.092
H6 1.73180 3.83773 -2.82646  0.091
H7 1.84000 4.74454 -1.31761  0.083
H8 -3.44868 4.65435 -1.17694  0.108
H9 -2.43680 6.76518 -2.26393  0.095
H10 -0.92931 5.81889 -2.46036  0.080
H11 -2.41484 5.31269 -3.30621  0.089
H12 -2.46678 6.55446 0.18899  0.096
H13 -2.28465 4.95550 0.97992  0.083
H14 -0.89647 5.70307 0.13871  0.084
H15 -2.98082 -0.12812 -0.18924  0.079
H16 -4.40478 -0.00948 -1.24103  0.101
H17 -2.78816 -0.01193 -1.96501  0.097
H18 -4.01261 3.47315 -2.36046  0.063
H19 -3.48873 1.99388 -3.18674  0.104
H20 -5.05382 2.04131 -2.32848  0.102
H21 -4.09639 3.44269 0.27490  0.071
H22 -5.11630 1.99495 0.18453  0.100
H23 -3.60041 1.96170 1.12414  0.092
H24 -0.89848 -0.39707 -0.80302  0.043
H25 0.77266 0.28368 -0.20512  0.054
C14 4.00478 -7.34277 -1.89800  -0.085
C15 4.25526 -7.03675 -0.55626  -0.075
C16 3.20143 -6.89191 0.34327  -0.013
C17 1.90066 -7.07639 -0.12741  -0.249
O1 0.81724 -6.75497 0.70387  -0.005
C18 0.60932 -5.38840 0.93213  -0.219
C19 -0.27209 -4.68968 0.10034  0.024
C20 -0.36110 -3.31871 0.21905  -0.005
C21 0.27481 -2.60816 1.26678  -0.175
C22 0.01671 -1.19184 1.40573  0.017
C23 0.76325 -0.36732 2.30236  -0.246
C24 0.13919 0.83524 2.70999  -0.037
C25 0.63874 1.56831 3.77837  -0.066
C26 1.79216 1.14510 4.44500  -0.058
C27 2.49040 0.03246 3.97091  -0.060
C28 2.05721 -0.64437 2.83004  -0.030
C29 1.04414 -3.38537 2.18440  0.002
C30 1.26647 -4.74145 1.97840  0.021
C31 1.62991 -7.45305 -1.44510  -0.008
C32 2.69187 -7.54371 -2.34118  -0.074
H26 4.83750 -7.43291 -2.60242  0.107
H27 5.27873 -6.91120 -0.19872  0.109
H28 3.36149 -6.63504 1.39097  0.112
H29 -0.82933 -5.24759 -0.65010  0.131
H30 -0.96691 -2.76249 -0.50306  0.117
H31 -1.03554 -0.92037 1.23732  0.109
H32 -0.76128 1.15571 2.18168  0.115
H33 0.11755 2.47048 4.08885  0.110
H34 2.13140 1.68045 5.34025  0.117
H35 3.39158 -0.29747 4.49066  0.115
H36 2.69893 -1.40844 2.37537  0.123
H37 1.46887 -2.93193 3.07788  0.108
H38 1.93536 -5.31691 2.62039  0.127
H39 0.59569 -7.62457 -1.74488  0.122
H40 2.48924 -7.78727 -3.38547  0.109

=====

C30H42N2O2P2Sr as an isolated structure in a non-equilibrium geometry. Source: the OMol25 dataset; level of theory: the ωB97M-V functional and the def2-TZVPD basis.

Calculated values
Kohn-Sham gap (alpha / beta): 0.148 / 0.151 hartree
Energy relative to the best compared isomer or geometry (same formula, charge and spin): 4.1417 eV

Last column: Löwdin charge in e.
Geometry (Å):
P1 1.71748 -2.41156 -0.56599  0.864
P2 2.02758 1.95319 -0.76032  0.899
C1 1.60383 -0.81613 -1.40985  -0.361
C2 2.68450 0.23747 -1.14721  -0.419
H1 0.62422 -0.46166 -1.04827  0.069
H2 1.52924 -1.02123 -2.49102  0.091
H3 3.29182 -0.01105 -0.25608  0.065
H4 3.37529 0.30894 -2.00314  0.074
C3 0.51309 1.98646 -1.83905  -0.329
H5 -0.34637 1.70892 -1.19278  -0.007
H6 0.65573 1.32284 -2.71258  0.012
H7 0.32659 3.01200 -2.18350  0.056
C4 3.24139 2.92848 -1.74806  -0.305
H8 2.78785 3.34580 -2.65530  0.040
H9 4.09836 2.28715 -1.99591  0.027
H10 3.59112 3.74347 -1.09854  0.026
C5 0.32338 -3.38386 -1.14716  -0.164
H11 0.26559 -4.30010 -0.54326  0.073
H12 0.44338 -3.66858 -2.20198  0.060
H13 -0.61868 -2.82114 -1.01482  0.078
C6 3.30943 -3.16867 -0.85857  -0.168
H14 4.10210 -2.40600 -0.89025  0.068
H15 3.29093 -3.71432 -1.81340  0.070
H16 3.53646 -3.87320 -0.04388  0.069
Sr1 -1.76332 -0.13111 -3.34126  1.325
C7 -1.05259 1.29434 -5.19534  -0.383
C8 -2.42340 1.32731 -5.19676  -0.372
C9 -3.36656 0.31504 -5.79819  -0.260
C10 -2.69017 -0.97115 -6.33022  -0.225
C11 -1.99078 -1.73166 -5.23265  -0.359
C12 -0.66008 -1.62765 -4.94107  -0.414
C13 0.34180 -0.83700 -5.74845  -0.237
C14 -0.13116 0.59129 -6.16644  -0.229
C15 1.49821 -2.03573 1.17234  -0.175
H17 -0.53893 2.05159 -4.56871  0.074
H18 -2.93004 2.21861 -4.77729  0.089
H19 -3.94886 0.78571 -6.61056  0.105
H20 -4.13752 0.03585 -5.04595  0.097
H21 -3.49730 -1.61498 -6.73280  0.108
H22 -2.04908 -0.74425 -7.19788  0.105
H23 -2.61289 -2.50778 -4.75714  0.085
H24 -0.21312 -2.28542 -4.18175  0.047
H25 0.66654 -1.37787 -6.66123  0.101
H26 1.27476 -0.73815 -5.15768  0.086
H27 0.77335 1.22616 -6.22625  0.099
H28 -0.52117 0.58435 -7.20021  0.100
H29 1.36188 -0.95030 1.28814  0.057
H30 2.37444 -2.35859 1.74968  0.068
H31 0.59050 -2.51881 1.55294  0.065
O1 -1.12676 1.94155 0.61305  -0.040
C16 -1.05202 1.21386 1.60369  -0.552
N1 -0.86375 1.67493 2.91795  0.113
C17 -0.84072 0.63280 3.87762  -0.307
C18 -1.14807 -0.58030 2.92376  -0.471
O2 -1.30969 -1.72865 3.37515  -0.003
N2 -1.16733 -0.16560 1.63237  0.141
C19 0.53041 0.53061 4.58175  -0.137
C20 1.39294 -0.53951 4.33418  -0.032
C21 2.64522 -0.60674 4.96002  -0.083
C22 3.03004 0.38583 5.86609  -0.096
C23 2.15485 1.44897 6.13865  -0.078
C24 0.91859 1.53373 5.48541  -0.027
C25 -1.95451 0.78359 4.90888  -0.156
C26 -1.92252 0.03417 6.09081  -0.022
C27 -2.91057 0.22294 7.06477  -0.077
C28 -3.94933 1.13450 6.83973  -0.100
C29 -3.99708 1.85566 5.64195  -0.084
C30 -3.01171 1.65958 4.66539  -0.025
H32 -0.65777 2.65484 3.09730  0.158
H33 1.07569 -1.35033 3.67891  0.081
H34 3.30136 -1.44563 4.72569  0.096
H35 4.00014 0.33096 6.36009  0.097
H36 2.43442 2.22213 6.85360  0.100
H37 0.23945 2.36500 5.69722  0.123
H38 -1.10971 -0.68242 6.23615  0.124
H39 -2.85230 -0.35477 7.98677  0.100
H40 -4.72274 1.27082 7.59656  0.097
H41 -4.79494 2.57264 5.45153  0.098
H42 -3.06043 2.20786 3.72068  0.115

=====

C53H65BF3N2O2P3RuTe as an isolated structure in a non-equilibrium geometry. Source: the OMol25 dataset; level of theory: the ωB97M-V functional and the def2-TZVPD basis.

Calculated values
Spin multiplicity: 2
Kohn-Sham gap (alpha / beta): 0.236 / 0.212 hartree
Energy relative to the best compared isomer or geometry (same formula, charge and spin): 3.7012 eV
Total charge: -1

Last column: Löwdin charge in e.
Geometry (Å):
Ru1 0.12077 -0.24595 1.30898  0.527
C1 5.39861 -0.73955 -0.23967  -0.104
C2 4.39097 0.18076 -0.93740  -0.666
C3 4.85031 0.32529 -2.39266  -0.091
C4 4.44498 1.55722 -0.25492  -0.113
P1 2.56621 -0.34592 -0.60837  1.197
C5 1.78181 0.72754 -1.93580  -0.254
N1 0.76918 1.54376 -1.32557  -0.010
B1 0.03019 1.26096 -0.13008  -0.644
N2 -0.66973 2.49173 0.15770  -0.039
C6 -1.30661 2.73874 1.42150  -0.268
P2 -0.32239 1.72240 2.65180  1.059
C7 1.04605 2.95620 3.10663  -0.656
C8 2.09588 2.21492 3.93101  -0.097
C9 1.72604 3.37715 1.79667  -0.085
C10 0.58326 4.20504 3.85344  -0.088
C11 -1.52598 1.62106 4.11763  -0.668
C12 -2.35031 2.89275 4.35261  -0.087
C13 -0.77294 1.23310 5.39217  -0.100
C14 -2.48196 0.47326 3.78647  -0.124
C15 -0.41610 3.41905 -0.83086  -0.187
C16 -0.83063 4.72997 -0.99214  -0.027
C17 -0.38787 5.43104 -2.11326  -0.119
C18 0.44171 4.83154 -3.05015  -0.120
C19 0.87717 3.51686 -2.88949  -0.022
C20 0.46301 2.81965 -1.76657  -0.167
C21 2.34079 -2.12142 -1.22758  -0.581
C22 2.91280 -2.40544 -2.61869  -0.075
C23 0.83624 -2.50312 -1.20976  -0.238
C24 3.02124 -3.03250 -0.19375  -0.095
H1 6.35446 -0.21617 -0.13771  0.086
H2 5.07088 -1.03323 0.75615  0.046
H3 5.57854 -1.63967 -0.82809  0.071
H4 5.88925 0.67019 -2.39157  0.085
H5 4.81274 -0.62162 -2.92550  0.057
H6 4.27347 1.05466 -2.95986  0.067
H7 5.43271 2.00976 -0.38528  0.087
H8 3.70286 2.24534 -0.66864  0.073
H9 4.25174 1.46243 0.81569  0.060
H10 2.53416 1.39044 -2.35911  0.063
H11 1.38413 0.11929 -2.75532  0.088
H12 -1.30362 3.80436 1.66418  0.085
H13 -2.33780 2.37347 1.41855  0.060
H14 2.46716 1.36657 3.36494  0.044
H15 2.94241 2.87680 4.13839  0.093
H16 1.71609 1.84304 4.88069  0.065
H17 1.94616 2.50027 1.18314  0.055
H18 1.11260 4.06449 1.21284  0.080
H19 2.67014 3.87894 2.02795  0.092
H20 0.26869 3.97376 4.87031  0.061
H21 1.42401 4.90142 3.92340  0.086
H22 -0.23084 4.71752 3.33757  0.072
H23 -1.77089 3.67637 4.83707  0.057
H24 -2.76716 3.29499 3.42848  0.066
H25 -3.19127 2.64731 5.00718  0.084
H26 -0.16979 2.05694 5.77518  0.060
H27 -1.49225 0.95252 6.16664  0.088
H28 -0.12599 0.37119 5.20992  0.043
H29 -3.08168 0.68812 2.90100  0.037
H30 -1.94187 -0.45517 3.60551  0.033
H31 -3.16535 0.30382 4.62473  0.090
H32 -1.49100 5.20285 -0.27554  0.102
H33 -0.70272 6.45644 -2.26134  0.090
H34 0.74942 5.39068 -3.92492  0.090
H35 1.51868 3.05362 -3.62893  0.103
H36 2.61129 -1.65151 -3.34716  0.073
H37 4.00130 -2.47021 -2.59812  0.066
H38 2.53223 -3.36993 -2.96773  0.092
H39 0.10367 -1.14309 -2.35663  0.061
H40 0.79972 -3.56213 -0.92921  0.140
H41 -0.44034 -2.38858 0.49536  0.041
H42 4.09719 -2.88534 -0.14303  0.052
H43 2.60270 -2.85637 0.80106  0.024
H44 2.83933 -4.07849 -0.45405  0.090
O1 -2.35951 -4.53662 1.85219  -0.021
C25 -2.29193 -3.30978 1.87885  -0.788
O2 -1.57005 -2.58412 2.62097  -0.297
C26 -3.21176 -2.48413 0.94304  -0.208
P3 -2.45671 -0.85040 0.46814  1.151
C27 -1.44916 -1.30207 -1.06643  -0.458
C28 -1.44450 -2.59415 -1.89578  -0.150
C29 0.02848 -2.20550 -3.94748  -0.027
C30 -0.63056 -1.07283 -4.33449  -0.098
C31 -1.24198 -0.11973 -3.41805  -0.093
C32 -1.51774 -0.14638 -2.06104  -0.073
C33 -3.99413 -0.10547 -0.21136  -0.343
C34 -4.60766 -0.67310 -1.32823  -0.088
C35 -5.73681 -0.09652 -1.88465  -0.074
C36 -6.29650 1.03970 -1.31686  -0.094
C37 -5.72276 1.58783 -0.17893  -0.086
C38 -4.57597 1.02203 0.35970  -0.095
H45 -4.11255 -2.25416 1.51829  0.093
H46 -3.49506 -3.04884 0.05350  0.081
H47 -1.33512 -3.44028 -1.21574  0.133
H48 0.33058 -2.98788 -4.63152  0.109
H49 -0.72533 -0.84731 -5.39183  0.102
H50 -1.59091 0.79319 -3.89465  0.108
H51 -1.99832 0.75729 -1.69590  0.101
H52 -4.19298 -1.57208 -1.75940  0.080
H53 -6.18827 -0.53840 -2.76537  0.103
H54 -7.17716 1.49436 -1.75234  0.097
H55 -6.16763 2.45586 0.29148  0.100
H56 -4.13547 1.45940 1.24716  0.069
F1 -3.79655 -5.98226 -6.75099  0.123
C39 -4.58103 -5.10448 -6.08458  -0.574
F2 -5.62557 -5.83542 -5.62084  0.125
F3 -5.09031 -4.26719 -7.00993  0.124
C40 -3.85108 -4.39952 -4.99573  -0.137
C41 -3.99235 -3.03799 -4.78412  0.002
C42 -3.29028 -2.39767 -3.77584  -0.038
C43 -2.41962 -3.10736 -2.94193  -0.148
C44 -2.35998 -4.49219 -3.12701  -0.004
C45 -3.04392 -5.13886 -4.13746  -0.003
C46 0.01344 -2.21260 -2.46276  -0.247
C47 -0.10026 -1.67003 -0.25689  -0.315
H57 -4.63934 -2.46176 -5.43325  0.119
H58 -3.42463 -1.33784 -3.65242  0.095
H59 -1.72978 -5.08169 -2.47101  0.126
H60 -2.93657 -6.20679 -4.27487  0.122
Te1 1.09039 -1.80788 3.21786  1.024
C48 3.00478 -1.09739 3.88733  -0.629
C49 3.93753 -0.54515 3.01134  -0.204
C50 5.13493 -0.01263 3.46540  -0.105
C51 5.42168 -0.01582 4.82340  -0.111
C52 4.50997 -0.57175 5.71145  -0.107
C53 3.32076 -1.11387 5.24502  -0.172
H61 3.69051 -0.51232 1.95653  0.025
H62 5.83715 0.42280 2.76212  0.094
H63 6.34527 0.41560 5.19027  0.091
H64 4.72236 -0.57398 6.77446  0.094
H65 2.61213 -1.54603 5.94311  0.082

=====

Calculated DFT total energy, -1482.50292; -2141.57197; -4030.03941 hartree (same order as the records).